1.
97
Properties=species:S:1:pos:R:3 method="wB97M-V/def2-TZVPD" total_charge=+2 orbital_gap_ha=0.2414 homo_energy_ev=-14.227 relative_energy_kcal_mol=14.6 energy_ha=-3153.7075
W -0.00183 -0.30854 -0.05776
O 1.33345 1.77030 -0.44993
C 1.89579 2.34711 0.73936
C 2.80748 1.32385 1.36714
N 2.13470 0.00320 1.49299
C 3.01989 -1.07544 1.03500
C 2.88790 -1.23126 -0.44695
O 3.73120 -1.48512 -1.24016
O 1.58178 -1.08102 -0.83490
C 1.62054 -0.29841 2.82798
C 0.32884 -1.08098 2.72480
O -0.43823 -1.33818 3.58246
O 0.10430 -1.51017 1.40884
H 1.99926 1.87035 -1.15838
H 1.07226 2.61926 1.38465
H 2.45096 3.25291 0.49431
H 3.17086 1.67155 2.33646
H 3.67597 1.18463 0.71991
H 2.69711 -2.02660 1.46904
H 4.06276 -0.90307 1.30289
H 1.42357 0.60339 3.39781
H 2.32623 -0.90000 3.40782
C -5.29719 2.99355 3.64277
C -4.02469 2.50945 3.00707
C -2.81002 2.55446 3.67904
C -1.60991 2.09710 3.12668
C -0.35447 2.32105 3.93899
O -0.01896 1.49457 4.75464
C 0.40145 3.58255 3.71765
C -0.12569 4.62552 2.95821
C 0.60750 5.78775 2.77168
C 1.86946 5.90608 3.34033
C 2.39484 4.87133 4.10936
C 1.65862 3.71594 4.30736
C -1.65818 1.51582 1.87461
O -0.52907 0.98684 1.23592
C -2.86269 1.49267 1.17150
C -4.02730 2.00411 1.70702
C -2.65804 0.93088 -0.15962
N -2.29932 -0.34164 -0.24136
C -2.78991 -1.27897 0.80412
C -2.66449 -2.68288 0.22875
Te -0.90843 -2.82618 -0.96031
C 0.31100 -4.05733 0.17451
C 0.02421 -4.44881 1.47557
C 0.94300 -5.23418 2.15492
C 2.13752 -5.60205 1.54447
C 2.41481 -5.20434 0.24371
C 1.49439 -4.43253 -0.45590
C -2.66102 1.79307 -1.31068
C -2.39495 3.16412 -1.18654
C -2.39868 3.96299 -2.31242
C -2.71948 3.41140 -3.55092
C -3.02534 2.05804 -3.67629
C -2.98221 1.24446 -2.56197
H -5.09696 3.63084 4.50153
H -5.89467 2.14807 3.98775
H -5.90109 3.55438 2.93028
H -2.77453 2.98888 4.67196
H -1.11537 4.53901 2.52441
H 0.19458 6.60437 2.19520
H 2.44023 6.81424 3.19874
H 3.36862 4.97875 4.56781
H 2.03600 2.91340 4.92907
H -4.94110 1.98830 1.12462
H -3.84207 -1.07221 1.00678
H -2.25879 -1.18932 1.75272
H -3.46795 -2.90146 -0.47179
H -2.64442 -3.45406 0.99430
H -0.89058 -4.15564 1.97142
H 0.72484 -5.55961 3.16327
H 2.84735 -6.21551 2.08285
H 3.33378 -5.51092 -0.23730
H 1.70421 -4.14846 -1.48123
H -2.15973 3.58652 -0.21768
H -2.17354 5.01720 -2.23047
H -2.75055 4.04813 -4.42577
H -3.31050 1.65010 -4.63676
H -3.21941 0.19245 -2.63491
O -1.16454 -1.03038 -3.52139
C -0.38975 -0.19036 -3.18680
O -0.26990 0.21458 -1.87674
C 0.53494 0.57391 -4.06218
C 1.74126 0.98630 -3.53066
C 2.55527 1.80795 -4.26702
C 2.25707 2.19279 -5.55812
C 1.06495 1.71730 -6.07296
C 0.18815 0.91915 -5.36141
N 0.68466 2.12726 -7.44695
O -0.35278 1.68223 -7.87922
O 1.44090 2.86803 -8.02480
N 3.73336 2.35350 -3.57317
O 3.71517 2.28500 -2.34657
O 4.62691 2.80928 -4.22875
H 2.05375 0.63946 -2.56147
H 2.89719 2.84450 -6.13650
H -0.73952 0.59849 -5.81497

***

2.
93
Properties=species:S:1:pos:R:3 method="wB97M-V/def2-TZVPD" total_charge=-2 orbital_gap_ha=0.2039 homo_energy_ev=-1.522 relative_energy_kcal_mol=23.4 energy_ha=-5985.9739
Bi -0.34100 -0.11805 0.81983
C 2.38526 -0.30011 -2.01650
C 1.76028 -1.28497 -2.76832
C 0.53006 -1.03250 -3.35574
C -0.07490 0.20559 -3.18987
C 0.55108 1.19267 -2.44210
C 1.78189 0.93801 -1.85217
H 3.34059 -0.49853 -1.54562
H 2.22289 -2.25748 -2.89062
H 0.03632 -1.80660 -3.92820
H -1.04203 0.40081 -3.63677
H 0.08255 2.15753 -2.30975
H 2.26393 1.70675 -1.26372
C -3.52823 1.36489 4.18329
S -2.11426 2.49524 4.33826
C -1.02284 1.53018 3.26647
S -2.72002 -0.32972 0.88006
N -0.53579 0.43645 3.92274
N 0.07894 -0.42017 3.15730
C 0.80479 -1.35386 3.71326
C 1.78382 -2.12669 3.00358
C 2.62351 -3.01566 3.69646
C 3.66360 -3.62205 3.02994
C 3.85644 -3.35236 1.68254
C 2.94523 -2.51710 1.06131
N 1.96990 -1.89143 1.69862
H -4.41951 1.87961 4.54117
H -3.63250 1.08187 3.13496
H -3.33962 0.47149 4.77608
H 0.76131 -1.45233 4.79448
H 2.45225 -3.19736 4.75047
H 4.32357 -4.31003 3.54289
H 4.66811 -3.80693 1.13222
H 3.00636 -2.30656 -0.00133
C -0.77901 1.85370 1.97684
Ge -1.34016 3.51470 1.19929
C -1.15871 5.00289 2.52607
C -0.00683 5.05856 3.30983
C 0.18731 6.06515 4.24288
C -0.75957 7.06931 4.39191
C -1.92093 7.02104 3.63490
C -2.12234 5.98733 2.72956
C -2.99150 3.88827 0.15076
C -3.24439 5.19316 -0.27688
C -4.38965 5.50128 -0.99693
C -5.30410 4.50318 -1.30471
C -5.05940 3.20184 -0.89111
C -3.91027 2.89370 -0.17203
C 0.12791 4.04510 -0.05482
C -0.08793 4.63713 -1.29803
C 0.96913 5.07960 -2.08330
C 2.27499 4.93868 -1.63684
C 2.51318 4.33120 -0.41129
C 1.45000 3.88755 0.36178
H 0.74185 4.28135 3.20695
H 1.07853 6.07138 4.86016
H -0.59709 7.87503 5.09860
H -2.67460 7.79230 3.75226
H -3.05619 5.93991 2.18222
H -2.53040 5.97649 -0.04501
H -4.56618 6.52201 -1.31832
H -6.20127 4.73962 -1.86576
H -5.76832 2.41712 -1.12840
H -3.71922 1.87118 0.14008
H -1.10299 4.74289 -1.66449
H 0.77314 5.53712 -3.04676
H 3.10132 5.29216 -2.24248
H 3.53101 4.20011 -0.06105
H 1.64628 3.39149 1.30684
N 3.34035 -7.87713 -5.19006
C 2.64189 -7.50553 -4.02793
C 1.59308 -8.29284 -3.55685
C 0.95760 -7.97077 -2.36821
C 1.35355 -6.85661 -1.65226
C 2.37796 -6.05410 -2.12569
C 3.02739 -6.37779 -3.30383
S 0.58467 -6.44370 -0.07704
O -0.63184 -7.22725 -0.00953
O 1.59026 -6.76432 0.91049
N 0.37667 -4.87495 -0.10546
C -0.50895 -4.29992 -0.92297
S -1.29491 -5.22795 -2.29955
C -2.17863 -3.79632 -2.71199
C -1.84918 -2.79210 -1.87611
N -0.91170 -3.05473 -0.91531
H 2.78980 -8.42029 -5.83544
H 3.81341 -7.11209 -5.64343
H 1.27166 -9.15258 -4.13567
H 0.13378 -8.56124 -1.98804
H 2.63451 -5.16877 -1.55761
H 3.83058 -5.75408 -3.68196
H -2.88145 -3.79667 -3.52928
H -2.28610 -1.80237 -1.89424